Formula: C11H24AlF6O15S5
Source: the OMol25 dataset
Level of theory: ωB97M-V/def2-TZVPD

Geometry (Å):
Al  -3.01156  -2.06579  1.26610
C  3.94626  1.39150  4.87101
F  3.46221  2.56559  4.48825
F  4.55438  0.77950  3.81983
F  4.78915  1.50333  5.92331
S  2.41141  0.31124  5.43706
O  1.68830  1.07171  6.47968
O  1.61395  0.16842  4.17696
O  2.84599  -1.02143  5.86629
C  -1.53679  -8.20019  -4.37389
F  -2.83682  -8.06616  -4.54931
F  -1.20976  -9.45949  -4.75801
F  -0.97285  -7.31181  -5.19104
S  -1.14446  -7.80191  -2.52691
O  0.32613  -7.95584  -2.35989
O  -1.57685  -6.41082  -2.27735
O  -1.95239  -8.67262  -1.66307
O  -0.47120  0.60198  -6.23744
S  -1.91183  0.49284  -6.01932
O  -2.52700  0.10612  -4.75878
O  -2.55556  1.97024  -6.41023
C  -2.34950  2.45306  -7.74214
C  -2.15861  3.98220  -7.62214
C  -2.59554  -0.56154  -7.33656
H  -3.21305  2.28413  -8.38544
H  -1.45187  2.05528  -8.21557
H  -1.76828  4.30546  -8.58714
H  -1.51630  4.25681  -6.78541
H  -3.10078  4.49179  -7.42032
H  -1.95006  -0.45388  -8.20828
H  -3.66017  -0.36310  -7.46026
H  -2.55498  -1.58203  -6.95572
O  5.23694  -3.00077  -0.76605
S  4.39873  -2.20944  -1.66126
O  3.03502  -1.90456  -1.26639
O  5.23268  -0.80554  -2.03774
C  6.56644  -0.75402  -1.80440
C  6.98342  0.69257  -2.12815
C  4.51677  -3.00533  -3.31422
H  7.02438  -1.53650  -2.40948
H  6.86016  -0.95896  -0.77491
H  8.05424  0.84924  -2.25815
H  6.58186  1.40976  -1.41227
H  6.66581  0.95132  -3.13825
H  5.56252  -3.29660  -3.41254
H  4.35069  -2.19358  -4.02245
H  3.76603  -3.79469  -3.35187
O  -3.84538  2.29889  5.92546
S  -4.32159  3.35257  6.83798
O  -5.68453  3.89408  6.75277
O  -4.04365  2.80130  8.35195
C  -4.99140  3.23376  9.40701
C  -4.29438  3.21443  10.76766
C  -3.06704  4.72618  6.84745
H  -5.82955  2.53693  9.41138
H  -5.40573  4.19984  9.11868
H  -5.01481  3.57583  11.50146
H  -3.39689  3.83298  10.77080
H  -4.03399  2.18560  11.01629
H  -2.09022  4.25152  6.94035
H  -3.27035  5.33639  7.72747
H  -3.15774  5.25222  5.89712

Summary:
energy relative to the best compared isomer or geometry (same formula, charge and spin) = 41.0 kcal per mole
largest force on an atom = 4.964 eV/A
lowest unoccupied orbital energy = -10.47 eV
2S+1 = 1
Kohn-Sham gap = 1.278 eV
E_HOMO = -11.7463 eV
total charge = +1

***

Formula: C65H65F12O5P
Source: the OMol25 dataset
Level of theory: ωB97M-V/def2-TZVPD

Geometry (Å):
C  -1.56713  -0.20387  5.67596
C  -2.62866  -0.48309  4.60552
O  -2.45396  0.40246  3.51533
C  -2.54629  -0.12025  2.20012
C  -1.70835  0.77505  1.30977
C  -0.17847  0.69870  1.54259
C  0.31458  -0.54585  2.27897
C  1.82319  -0.50705  2.53312
C  2.31288  -1.56492  3.52746
O  3.66426  -1.95671  3.20286
C  4.47024  -2.20200  4.27135
O  4.64713  -1.41609  5.13685
C  5.08275  -3.59125  4.27648
O  5.82965  -3.84684  3.07547
C  5.26902  -4.64286  2.15073
F  6.16840  -4.84003  1.19729
F  4.18844  -4.08707  1.58314
F  4.88751  -5.83050  2.63274
P  1.41617  -3.15590  3.58003
O  1.96989  -4.07551  4.60992
H  -0.96335  -1.08067  5.93081
H  -0.88684  0.55792  5.28384
H  -2.01737  0.19589  6.58416
H  -3.62649  -0.30344  5.03298
H  -2.62329  -1.53045  4.27151
H  -2.23513  -1.17429  2.16358
H  -3.59620  -0.07055  1.88028
H  -1.94504  0.55690  0.26240
H  -2.04790  1.79474  1.51822
H  0.16675  1.59906  2.06341
H  0.32393  0.71649  0.56616
H  -0.19953  -0.60876  3.24716
H  0.03164  -1.43639  1.69883
H  2.05760  0.47809  2.95475
H  2.40693  -0.60187  1.61159
H  2.30393  -1.15459  4.54527
H  5.78997  -3.63401  5.10500
H  4.28777  -4.32664  4.43435
H  0.05576  -2.86280  3.76456
H  1.51083  -3.60444  2.25115
F  10.71939  -3.42111  5.99817
C  10.40557  -4.34192  5.06329
C  9.23141  -4.19414  4.35182
C  8.91964  -5.14245  3.38787
C  9.77361  -6.21280  3.15357
C  10.94686  -6.33671  3.88545
C  11.27354  -5.39312  4.84945
H  8.58257  -3.35159  4.55142
H  8.00961  -5.03821  2.81509
H  9.52316  -6.94824  2.40036
H  11.61533  -7.16820  3.70442
H  12.18709  -5.46358  5.42405
F  16.83078  -5.59813  0.76557
C  15.70816  -5.01819  1.24083
C  14.48665  -5.44431  0.75869
C  13.33634  -4.84608  1.25365
C  13.42304  -3.83999  2.20654
C  14.66541  -3.43032  2.66981
C  15.82564  -4.02256  2.18923
H  14.44746  -6.22637  0.01269
H  12.36725  -5.16861  0.89569
H  12.52145  -3.37897  2.58808
H  14.73536  -2.64455  3.41066
H  16.80509  -3.72479  2.53762
F  -4.41301  1.56903  0.48262
C  -5.12373  1.13712  -0.58670
C  -6.08566  1.96585  -1.12828
C  -6.78571  1.51802  -2.24063
C  -6.53128  0.26106  -2.77229
C  -5.57278  -0.55682  -2.19007
C  -4.84981  -0.11835  -1.08951
H  -6.27312  2.93897  -0.69486
H  -7.53294  2.15677  -2.69348
H  -7.07937  -0.07918  -3.64070
H  -5.37337  -1.53899  -2.59902
H  -4.08662  -0.73211  -0.63010
F  -1.51024  -1.26464  -2.73898
C  -1.75979  -1.47267  -4.05125
C  -0.90505  -2.28312  -4.76978
C  -1.17528  -2.49261  -6.11557
C  -2.27924  -1.89972  -6.71419
C  -3.12246  -1.09103  -5.96329
C  -2.86451  -0.87128  -4.61759
H  -0.05396  -2.73500  -4.27995
H  -0.51929  -3.12773  -6.69708
H  -2.48364  -2.07077  -7.76271
H  -3.98692  -0.62672  -6.41859
H  -3.50776  -0.24854  -4.01015
F  -4.19501  7.50960  1.54259
C  -5.04745  6.55017  1.95818
C  -4.87010  5.25975  1.49982
C  -5.74784  4.27735  1.93563
C  -6.78022  4.59621  2.80917
C  -6.93677  5.90358  3.24953
C  -6.06356  6.89722  2.82649
H  -4.05880  5.03565  0.82010
H  -5.61705  3.26022  1.59579
H  -7.46099  3.82537  3.14556
H  -7.74219  6.15606  3.92714
H  -6.16074  7.92187  3.15861
F  -5.98136  0.82113  -6.08965
C  -7.20810  1.12979  -6.56932
C  -7.61284  2.44858  -6.54144
C  -8.87316  2.75837  -7.03318
C  -9.69776  1.75698  -7.52988
C  -9.26242  0.43897  -7.53961
C  -8.00243  0.11227  -7.05719
H  -6.95456  3.20781  -6.14439
H  -9.20811  3.78597  -7.02633
H  -10.67995  2.00436  -7.90998
H  -9.90462  -0.34254  -7.92405
H  -7.63697  -0.90579  -7.05788
F  -1.24933  2.45143  7.30124
C  -2.14457  3.16881  6.58717
C  -3.47617  2.80804  6.63403
C  -4.38085  3.52585  5.86327
C  -3.94897  4.57628  5.06511
C  -2.60346  4.91644  5.04225
C  -1.68545  4.21165  5.80854
H  -3.78834  1.97857  7.25448
H  -5.42934  3.25706  5.88359
H  -4.65801  5.12434  4.45917
H  -2.26166  5.73153  4.41718
H  -0.63141  4.45385  5.80189
F  3.37678  -0.37293  -1.45374
C  3.69241  -1.53700  -2.05934
C  3.70617  -1.58539  -3.43873
C  4.03324  -2.78732  -4.05200
C  4.33581  -3.90731  -3.28930
C  4.31640  -3.82581  -1.90313
C  3.99484  -2.63120  -1.27468
H  3.46942  -0.69812  -4.01035
H  4.05426  -2.84553  -5.13265
H  4.58989  -4.84024  -3.77417
H  4.55403  -4.69435  -1.30269
H  3.98184  -2.53978  -0.19774
F  -7.68309  5.52846  -6.17887
C  -7.27049  6.41216  -7.11772
C  -5.91856  6.65310  -7.24910
C  -5.50410  7.55597  -8.21808
C  -6.43361  8.19700  -9.02576
C  -7.78715  7.93355  -8.86683
C  -8.21925  7.03055  -7.90545
H  -5.21450  6.14404  -6.60511
H  -4.44815  7.75739  -8.34081
H  -6.10335  8.90082  -9.77768
H  -8.51455  8.43340  -9.49275
H  -9.26788  6.80654  -7.76451

Summary:
largest force on an atom = 1.108 eV/A
lowest unoccupied orbital energy = 0.55 eV
2S+1 = 1
Kohn-Sham gap = 9.677 eV
E_HOMO = -9.1249 eV

***

Formula: C64H106N10O12S6
Source: the OMol25 dataset
Level of theory: ωB97M-V/def2-TZVPD

Geometry (Å):
C  2.67284  -7.67704  0.73621
C  1.38268  -8.09326  -0.05897
C  0.15929  -7.19822  0.17131
C  0.28889  -5.78324  -0.14480
N  0.27507  -4.65270  -0.35893
H  3.54399  -8.29739  0.52560
H  2.55493  -7.65031  1.81949
H  3.06588  -6.70072  0.45263
H  1.18100  -9.12089  0.24337
H  1.45692  -8.06980  -1.14619
H  -0.21807  -7.31810  1.18685
H  -0.69414  -7.55269  -0.40673
C  5.44304  -5.05563  -1.95473
C  5.05609  -3.74510  -1.25039
C  3.56301  -3.51679  -1.11431
C  3.02219  -3.17281  -2.43842
N  2.67108  -2.88006  -3.49356
H  4.78063  -5.90864  -1.80744
H  6.48980  -5.30799  -1.78532
H  5.40055  -4.93372  -3.03706
H  5.46312  -2.89553  -1.79872
H  5.56099  -3.81839  -0.28717
H  3.22989  -2.62410  -0.58495
H  3.14190  -4.39409  -0.62329
C  -9.31996  0.57571  4.01929
C  -8.68603  -0.30472  2.89995
C  -7.51159  0.57366  2.31232
C  -6.25549  0.51523  3.14729
N  -5.33147  0.42020  3.81832
H  -10.08675  0.03165  4.57078
H  -9.81408  1.47160  3.64334
H  -8.53809  0.93983  4.68577
H  -9.33084  -0.58119  2.06575
H  -8.23520  -1.13792  3.43905
H  -7.65049  1.64944  2.20507
H  -7.25156  0.23365  1.30988
C  -4.71891  0.44644  -3.14336
C  -3.35779  -0.19032  -3.50492
C  -3.30847  -1.60090  -4.22012
C  -4.03864  -1.56120  -5.51514
N  -4.63996  -1.53618  -6.50515
H  -4.39812  1.28578  -2.52634
H  -5.27446  -0.22839  -2.49216
H  -5.31174  0.81994  -3.97832
H  -2.78898  -0.32182  -2.58445
H  -2.70829  0.51744  -4.02001
H  -3.73258  -2.36270  -3.56599
H  -2.26187  -1.90042  -4.27519
C  2.28340  0.00413  -5.06670
C  2.12207  0.47354  -3.57561
C  1.83431  1.94347  -3.63053
S  0.77174  2.24518  -5.11553
O  1.36817  3.32573  -5.94458
O  -0.66076  2.34219  -4.72584
C  1.14229  0.57467  -5.94418
H  2.25330  -1.06796  -5.26113
H  3.24220  0.37459  -5.42942
H  3.05902  0.32795  -3.03799
H  1.32274  -0.12244  -3.13518
H  2.76289  2.44721  -3.89898
H  1.61959  2.45855  -2.69421
H  1.34075  0.79980  -6.99205
H  0.21566  0.00150  -5.91340
C  -4.82242  -2.95645  2.59621
C  -3.32593  -2.69142  2.48303
C  -2.96501  -1.58235  1.50142
S  -4.31193  -1.70319  0.20945
O  -3.70633  -2.28582  -1.01416
O  -5.00511  -0.41378  0.13475
C  -5.28603  -2.97242  1.13270
H  -5.29566  -2.13347  3.13179
H  -4.86940  -3.87605  3.17949
H  -2.80992  -3.59030  2.14561
H  -2.96321  -2.59747  3.50660
H  -1.96454  -1.65894  1.07563
H  -2.97411  -0.60047  1.97463
H  -4.95038  -3.94704  0.77836
H  -6.34899  -2.86919  0.91460
C  5.12377  0.31952  -1.17416
C  4.19251  1.45869  -0.60901
C  4.92890  2.80127  -0.74187
S  6.46959  2.59962  -1.80230
O  7.69032  2.50686  -0.98912
O  6.47141  3.57345  -2.87817
C  5.93863  0.92317  -2.36645
H  4.59616  -0.56829  -1.52274
H  5.80159  -0.03251  -0.39651
H  3.78426  1.14325  0.35116
H  3.31136  1.67006  -1.21481
H  5.10136  3.36379  0.17570
H  4.39597  3.46756  -1.42022
H  6.77984  0.35949  -2.76984
H  5.25928  1.03949  -3.21088
C  7.73623  -1.50522  1.31053
C  7.66210  -2.89846  1.98798
C  6.24827  -2.96629  2.65933
S  5.44941  -1.29019  2.58624
O  4.95169  -0.89450  3.88781
O  4.44267  -1.23756  1.51546
C  7.00784  -0.43348  2.10698
H  7.22239  -1.56128  0.35088
H  8.74996  -1.12885  1.17338
H  8.39783  -3.04748  2.77829
H  7.88544  -3.68226  1.26418
H  6.32561  -3.13913  3.73276
H  5.56268  -3.76648  2.38048
H  7.50808  -0.26728  3.06104
H  6.69969  0.51048  1.65744
C  0.98907  5.22772  -0.50129
C  1.41943  5.10003  1.00332
C  1.81410  6.51192  1.46623
S  0.46790  7.59544  0.67787
O  1.16509  8.74683  0.14023
O  -0.58348  7.73881  1.68604
C  -0.07063  6.32170  -0.55593
H  0.71490  4.23049  -0.84547
H  1.88984  5.45091  -1.07304
H  2.21686  4.36653  1.12234
H  0.56402  4.71979  1.56172
H  2.77425  6.65871  0.97159
H  1.86524  6.67449  2.54282
H  -0.14856  6.80555  -1.52953
H  -1.07028  6.00495  -0.25848
C  0.40708  -1.87082  2.99858
C  1.26562  -1.74627  4.16718
C  1.91797  -3.14800  4.37293
S  1.80998  -4.05825  2.75890
O  0.87441  -5.18446  2.89769
O  3.13248  -4.31647  2.22330
C  1.11707  -2.59719  1.90662
H  0.03341  -0.88387  2.72580
H  -0.44820  -2.50211  3.23956
H  0.77630  -1.35475  5.05902
H  2.10116  -1.06132  4.02291
H  1.44413  -3.81348  5.09454
H  2.96874  -3.13780  4.66254
H  0.57859  -2.95807  1.03031
H  1.91944  -1.95382  1.54554
N  -8.14507  3.13413  -0.92481
C  -8.14088  3.85726  0.21854
C  -6.82567  3.70243  0.76204
C  -6.14507  2.83126  -0.09818
C  -7.00022  2.39142  -1.14046
H  -8.87792  3.20495  -1.61620
H  -9.05996  4.33294  0.52745
H  -6.44746  4.17015  1.65903
H  -5.12971  2.49177  0.04388
H  -6.93899  1.70543  -1.97236
N  -2.12285  1.70692  3.62197
C  -2.89040  2.57438  2.87617
C  -2.22815  3.73525  2.86423
C  -1.04679  3.61334  3.57275
C  -0.92665  2.32089  3.97694
H  -2.35273  0.74584  3.83073
H  -3.84364  2.26819  2.47120
H  -2.53779  4.60327  2.30115
H  -0.33507  4.39671  3.78762
H  -0.17681  1.77775  4.53295
N  3.30336  4.06459  4.36879
C  4.42157  4.08389  3.49272
C  4.48305  2.86045  2.89166
C  3.55641  1.97726  3.42313
C  2.84134  2.70697  4.40486
H  2.94265  4.84632  4.89689
H  5.00200  4.99175  3.42005
H  5.21386  2.61301  2.13596
H  3.38116  0.93321  3.20949
H  2.05396  2.39722  5.07604
N  -4.28902  4.63748  -1.84582
C  -3.99455  5.92710  -1.50860
C  -2.89509  6.34531  -2.23747
C  -2.57854  5.33303  -3.07438
C  -3.40157  4.25460  -2.81460
H  -5.03441  4.01376  -1.57112
H  -4.60394  6.38734  -0.74490
H  -2.36971  7.28120  -2.11712
H  -1.74839  5.31060  -3.76485
H  -3.48636  3.26620  -3.24155
N  -0.62965  -4.01339  -3.41036
C  -0.31446  -3.98981  -4.73878
C  -1.40904  -4.59586  -5.44050
C  -2.40398  -4.81663  -4.45111
C  -1.88576  -4.49813  -3.16912
H  -0.08338  -3.49073  -2.74064
H  0.62442  -3.56470  -5.06156
H  -1.51211  -4.76582  -6.50205
H  -3.37939  -5.22265  -4.67499
H  -2.37443  -4.52429  -2.20636
N  -0.59183  1.68731  0.92958
C  0.72406  1.32059  0.73729
C  0.79899  0.34691  -0.27767
C  -0.51897  0.10094  -0.63835
C  -1.31668  1.02143  0.02107
H  -0.92180  2.40635  1.55743
H  1.49107  1.82071  1.30999
H  1.73526  -0.11001  -0.56232
H  -0.89495  -0.61682  -1.35239
H  -2.38256  1.18624  -0.03497

Summary:
largest force on an atom = 3.499 eV/A
lowest unoccupied orbital energy = 0.04 eV
2S+1 = 1
Kohn-Sham gap = 7.639 eV
E_HOMO = -7.6017 eV

***

What is the formula in the second record?
C65H65F12O5P